(1)
105
Properties=species:S:1:pos:R:3:forces:R:3:mulliken_charge:R:1 method="wB97M-V/def2-TZVPD" energy_ha=-2767.288280 charge=-1 orbital_gap_ev=3.50 lumo_energy_ev=1.50 homo_ha=-0.0735
O -3.3927 1.5707 -0.7049 -0.3968 0.0832 -0.2072 -0.35
C -3.0208 1.3148 -2.1145 -0.0707 -0.0990 0.0629 -1.26
C -2.4777 -0.0724 -2.1646 0.2301 1.1217 0.7307 1.24
F -3.4903 -1.0134 -2.1804 -0.0880 -0.5098 -0.0373 -0.36
F -1.7668 -0.2625 -3.3394 0.0267 -0.1044 -0.3829 -0.23
C -1.5349 -0.4038 -1.0162 0.0073 -0.4055 -0.4396 0.31
C -1.8879 -1.2640 0.0219 0.5357 0.5825 -0.0800 -1.01
C -0.9854 -1.4899 1.0592 -0.0114 0.1605 -0.4153 -0.28
C 0.2603 -0.8732 1.0588 -0.1612 -0.1536 0.1412 -0.99
C 0.6024 -0.0032 0.0267 -0.3339 -0.2278 -0.3402 0.27
C 1.9137 0.7074 0.0078 -0.4801 -0.0344 -0.1074 1.04
F 2.8804 0.0456 0.6637 0.2604 -0.2684 0.1889 -0.29
F 2.3717 0.9200 -1.2345 0.1813 -0.0287 -0.3719 -0.30
F 1.8415 1.9313 0.5720 0.0543 0.3128 0.3146 -0.28
C -0.2886 0.2252 -1.0167 -0.1410 -0.2661 0.5163 -0.59
H -2.7396 2.1557 -0.3126 0.1748 -0.0962 0.0502 0.25
H -2.1978 1.9932 -2.3642 0.1117 -0.0442 -0.1662 0.14
H -2.8680 -1.7100 0.0061 -0.0540 -0.1487 0.0972 0.59
H -1.2827 -2.1482 1.8548 0.0985 -0.0517 0.2044 0.38
H 0.9479 -1.0842 1.8652 0.1217 0.0929 0.0245 0.40
H -0.0323 0.9004 -1.8174 -0.0114 0.0481 -0.1278 0.38
O -3.0741 -2.1884 3.2601 -0.0492 -0.1101 0.0942 -0.55
C -3.5825 -3.2323 3.5576 -0.2547 0.1880 0.1366 0.90
O -3.7700 -4.1549 2.5844 0.2076 -0.0410 -0.1673 -0.36
C -4.1858 -5.4891 2.8581 -0.1313 -0.1442 0.0356 -0.36
C -5.6942 -5.6031 2.9545 -0.0608 0.1078 0.0400 -1.03
C -4.0949 -3.5208 4.9475 0.1603 0.0057 -0.0909 -0.91
H -3.6854 -5.8769 3.7480 -0.0270 0.0465 0.0291 0.28
H -3.8279 -6.0768 2.0133 0.0464 0.0796 -0.0384 0.35
H -6.0874 -5.0116 3.7814 0.0251 -0.0520 0.0473 0.27
H -5.9901 -6.6433 3.1025 0.0121 -0.0029 -0.0148 0.36
H -6.1573 -5.2328 2.0399 0.0288 -0.0440 -0.0331 0.34
H -5.0980 -3.1027 5.0394 0.0073 0.0306 -0.0344 0.30
H -3.4388 -3.0316 5.6608 -0.0454 0.1189 -0.0236 0.30
H -4.1143 -4.5695 5.2020 -0.1344 -0.0592 0.0154 0.11
O 5.7742 0.9750 4.4726 0.1165 0.0050 0.0108 -0.59
C 5.7842 1.5978 3.4460 -0.3349 0.1433 0.0195 0.57
O 6.8764 2.3414 3.1589 0.3086 -0.1179 0.0577 -0.36
C 7.0788 2.9724 1.8912 -0.0902 0.2089 -0.1707 -0.60
C 6.4156 4.3327 1.8175 -0.0328 0.0525 0.1499 -0.57
C 4.5977 1.6421 2.5154 0.2915 -0.2255 -0.1261 -0.79
H 6.7713 2.3139 1.0775 -0.0444 -0.0240 0.0442 0.46
H 8.1599 3.0876 1.8082 0.0189 -0.0654 0.0637 0.35
H 5.3320 4.2583 1.9097 -0.0055 -0.0505 -0.0905 0.26
H 6.6466 4.8122 0.8644 -0.0018 -0.0254 -0.0050 0.36
H 6.7680 4.9653 2.6361 -0.0641 -0.1143 -0.2018 0.04
H 3.9064 2.4077 2.8652 -0.0100 0.0150 -0.0173 0.32
H 4.1029 0.6789 2.5496 -0.0772 0.0218 0.1782 0.35
H 4.8542 1.8363 1.4778 -0.0608 0.1341 0.0276 0.25
O -1.1951 1.1742 -8.3265 0.0749 -0.0790 -0.1191 -0.58
C -1.6089 0.1329 -7.8896 -0.2619 0.1206 0.3232 0.73
O -1.8188 -0.8819 -8.7599 0.2179 -0.0408 -0.2388 -0.40
C -2.1334 -2.2081 -8.3335 -0.1664 -0.1485 0.0566 -0.41
C -3.6185 -2.3881 -8.0945 -0.0643 0.1385 0.0278 -0.98
C -1.9815 -0.0474 -6.4411 0.4159 -0.1668 -0.0002 -0.91
H -1.5410 -2.4858 -7.4612 -0.0274 0.0514 0.0293 0.41
H -1.8116 -2.8522 -9.1516 0.0428 0.0835 -0.0538 0.32
H -3.9750 -1.7444 -7.2910 0.0357 -0.0578 0.0601 0.29
H -3.8392 -3.4227 -7.8293 0.0116 -0.0047 -0.0035 0.35
H -4.1775 -2.1282 -8.9940 0.0290 -0.0519 -0.0339 0.30
H -2.9973 0.3153 -6.2888 -0.0028 0.0101 0.0703 0.29
H -1.3078 0.5472 -5.8313 -0.1290 0.1506 -0.0081 0.35
H -1.9108 -1.0714 -6.0862 -0.1594 0.0144 0.0188 0.23
O -6.1501 3.9484 -12.3624 0.0248 -0.0055 -0.0581 -0.58
C -5.1702 4.2552 -11.7376 -0.0953 -0.0312 0.2460 0.73
O -4.0328 3.5677 -11.9316 0.0399 -0.0218 -0.2751 -0.37
C -2.7699 3.9737 -11.3859 0.2001 0.0156 0.2525 -0.50
C -2.5670 3.4782 -9.9703 -0.2907 0.0419 -0.0267 -0.77
C -5.2111 5.3379 -10.6832 0.1430 0.3082 -0.2387 -0.90
H -2.6492 5.0558 -11.4674 -0.0669 0.0060 -0.0052 0.38
H -2.0248 3.5253 -12.0413 -0.0902 -0.0455 -0.0760 0.31
H -3.3085 3.8981 -9.2892 0.0528 0.0746 0.0089 0.24
H -1.5764 3.7478 -9.6075 0.0209 -0.0595 -0.0016 0.34
H -2.6640 2.3962 -9.9270 0.1235 -0.0195 -0.0221 0.24
H -5.5651 4.9020 -9.7503 0.0186 -0.0129 0.0173 0.25
H -5.9167 6.0984 -11.0089 -0.1318 -0.1154 0.0346 0.31
H -4.2562 5.8275 -10.5107 0.0194 -0.1128 0.1160 0.32
O 7.3913 5.9090 4.4454 0.0508 0.2533 0.1950 -0.59
C 8.5567 5.7924 4.7031 0.0864 -0.2148 -0.2259 0.70
O 9.2206 6.8540 5.2073 -0.1458 0.1481 0.1835 -0.36
C 10.5514 6.7678 5.7168 0.2113 -0.0007 -0.0500 -0.42
C 11.5871 6.9188 4.6212 -0.0593 -0.0435 -0.1192 -0.94
C 9.3087 4.5179 4.3978 -0.0324 -0.1685 0.4251 -0.74
H 10.6885 5.8501 6.2904 -0.0174 -0.0276 -0.0462 0.39
H 10.6389 7.5941 6.4206 -0.1030 0.0207 -0.0059 0.30
H 11.5157 6.1150 3.8885 0.0344 -0.0466 0.0480 0.26
H 12.5926 6.9116 5.0433 -0.0045 0.0096 0.0126 0.35
H 11.4362 7.8581 4.0892 0.0150 0.0334 0.0527 0.29
H 9.6282 4.5447 3.3562 0.0201 0.0122 -0.0084 0.19
H 8.6259 3.6816 4.5367 -0.0815 0.0494 -0.1723 0.19
H 10.1732 4.3466 5.0348 0.0801 0.0730 -0.1148 0.32
O -2.8013 -5.5292 6.7737 0.0347 -0.1684 0.1036 -0.52
C -3.2844 -6.4269 7.4063 0.2239 0.0052 0.2062 0.84
O -4.5925 -6.3584 7.7262 -0.1592 0.0728 -0.2078 -0.37
C -5.3132 -7.4447 8.3117 -0.0616 -0.1090 0.1971 -0.44
C -5.1734 -7.4669 9.8199 0.1292 0.0659 0.0277 -1.00
C -2.4511 -7.5779 7.9203 -0.1230 -0.2750 -0.2935 -1.15
H -5.0238 -8.3926 7.8555 0.0559 0.0145 0.0097 0.36
H -6.3537 -7.2713 8.0419 0.0284 0.0813 -0.0691 0.34
H -4.1384 -7.6217 10.1251 -0.0068 -0.0731 -0.0135 0.27
H -5.7811 -8.2653 10.2467 -0.0140 0.0032 -0.0109 0.36
H -5.4975 -6.5154 10.2407 -0.0610 -0.0116 -0.0192 0.31
H -1.9866 -7.2786 8.8588 -0.0018 0.0056 0.0148 0.29
H -1.6720 -7.7808 7.1900 0.0809 0.1511 0.0507 0.32
H -3.0077 -8.4997 8.0710 -0.0171 0.0533 0.1384 0.38

(2)
100
Properties=species:S:1:pos:R:3:forces:R:3:mulliken_charge:R:1 method="wB97M-V/def2-TZVPD" energy_ha=-5300.711975 charge=-1 e_above_lowest_kj_mol=13.3 orbital_gap_ev=6.07 lumo_energy_ev=2.23 homo_ha=-0.1411
Ca -0.2787 -0.6650 -0.3128 0.2151 0.2897 0.5242 1.04
Cl -2.9315 -6.7769 2.0487 -0.0001 -0.0190 0.0147 -0.25
C -2.0894 -5.2606 1.9774 -0.0988 -0.0949 -0.0756 0.35
C -1.3288 -4.8348 3.0413 0.0625 -0.0483 0.1730 0.29
Cl -1.1972 -5.8020 4.4779 -0.0119 -0.0185 0.0058 -0.26
C -0.6481 -3.6104 2.9595 -0.0890 0.0577 -0.1313 0.57
Cl 0.3138 -3.0501 4.2983 0.0994 -0.0317 0.0339 -0.20
C -0.7148 -2.7925 1.8310 -0.1025 -0.1982 0.1361 -1.48
O -0.0782 -1.6662 1.7298 0.1942 0.1053 -0.2083 0.68
C -1.5279 -3.2329 0.7156 -0.1255 -0.2661 0.1181 -0.61
O -1.5916 -2.4946 -0.3445 0.1052 0.2462 -0.1369 -0.46
C -2.1824 -4.4629 0.8266 0.0983 0.1004 0.0572 0.35
Cl -3.1240 -4.9850 -0.5354 -0.0117 -0.0049 -0.0451 -0.25
C 2.2808 2.2611 2.9295 0.0566 -0.0336 0.1362 -0.77
C 1.0171 3.0512 2.6014 -0.0647 0.2188 0.0454 -1.26
P -0.2504 2.2472 1.5078 -0.0769 -0.2932 -0.0986 1.86
C -1.3919 1.5564 2.7633 -0.0546 0.0401 0.0085 0.78
C -0.9453 0.4690 3.5149 0.0411 -0.0087 0.0404 0.04
C -1.7730 -0.1307 4.4506 0.0029 -0.0170 0.0453 -0.56
C -3.0655 0.3364 4.6387 -0.0168 -0.0286 0.0202 -0.75
C -3.5291 1.3977 3.8775 -0.0271 0.0285 -0.0140 -0.78
C -2.6993 2.0033 2.9444 0.0004 0.0083 -0.0264 -0.63
C -1.1674 3.7130 0.9159 0.0787 0.1705 0.1942 -0.33
C -1.3818 4.8441 1.7105 0.0411 -0.0785 -0.0154 -0.06
C -2.0865 5.9296 1.2209 0.0054 -0.0180 -0.0026 -0.78
C -2.5951 5.8940 -0.0730 -0.0407 0.0797 -0.0072 -0.48
C -2.3925 4.7775 -0.8646 0.0020 -0.0236 -0.0505 -0.58
C -1.6750 3.6911 -0.3763 -0.0787 -0.0553 -0.0771 -0.17
C 3.1978 2.0084 1.7316 0.2295 0.0612 -0.0549 -1.29
P 2.8139 0.4445 0.8230 -0.3903 -0.0201 -0.0381 1.73
C 3.7849 -0.7690 1.7741 0.0389 -0.0412 0.0117 -0.41
C 3.0950 -1.8792 2.2516 0.0418 -0.0283 0.0555 -0.05
C 3.7615 -2.8469 2.9978 -0.0693 -0.0258 -0.0072 -0.77
C 5.1122 -2.7113 3.2627 0.0430 -0.0409 0.0379 -0.60
C 5.8083 -1.6007 2.7939 0.0192 -0.0028 0.0112 -0.78
C 5.1462 -0.6348 2.0583 -0.0222 0.0331 -0.0306 -0.28
C 3.7889 0.6883 -0.7032 0.0719 -0.0080 -0.0228 0.26
C 4.7581 -0.2039 -1.1544 -0.0032 0.0213 0.0202 -0.37
C 5.3611 -0.0312 -2.3932 0.0394 -0.0487 0.0215 -0.78
C 4.9997 1.0302 -3.2069 0.0032 0.0501 -0.0510 -0.50
C 4.0175 1.9152 -2.7770 0.0084 0.0105 -0.0406 -0.80
C 3.4167 1.7410 -1.5415 -0.0155 0.0127 -0.0345 -0.46
H 2.0410 1.3211 3.4354 -0.0416 -0.0253 -0.0272 0.16
H 2.8376 2.8539 3.6622 -0.0010 -0.0529 0.0131 0.52
H 1.3164 3.9684 2.0819 -0.0193 -0.0039 0.0127 0.63
H 0.5281 3.3538 3.5316 0.0221 0.0041 -0.0221 0.51
H 0.0266 0.0297 3.3291 0.0021 0.0376 0.0142 -0.38
H -1.4097 -0.9900 4.9996 -0.0280 0.0249 0.0035 0.42
H -3.7165 -0.1458 5.3574 -0.0078 0.0015 -0.0023 0.38
H -4.5457 1.7526 3.9937 -0.0077 -0.0078 0.0158 0.39
H -3.0842 2.8155 2.3432 -0.0018 0.0391 -0.0131 0.32
H -1.0051 4.8665 2.7259 -0.0049 0.0205 0.0127 0.25
H -2.2473 6.7967 1.8492 -0.0094 0.0202 -0.0044 0.39
H -3.1533 6.7383 -0.4593 -0.0001 0.0063 0.0081 0.38
H -2.7939 4.7397 -1.8696 -0.0045 -0.0005 -0.0086 0.43
H -1.5300 2.8102 -0.9935 0.0149 -0.0038 0.0076 -0.06
H 4.2397 1.9679 2.0611 -0.0168 0.0280 -0.0218 0.65
H 3.1305 2.8414 1.0260 -0.0450 -0.0221 -0.0134 0.63
H 2.0276 -1.9689 2.0680 -0.0217 0.0185 -0.0094 0.19
H 3.2039 -3.6939 3.3772 0.0194 -0.0053 0.0103 0.51
H 5.6285 -3.4663 3.8431 0.0083 0.0005 0.0013 0.37
H 6.8649 -1.4918 3.0060 0.0071 0.0011 0.0012 0.41
H 5.6910 0.2262 1.6870 0.0217 0.0078 0.0066 0.37
H 5.0372 -1.0498 -0.5403 0.0127 -0.0145 0.0149 0.40
H 6.1150 -0.7373 -2.7204 0.0026 0.0066 -0.0144 0.38
H 5.4725 1.1656 -4.1718 -0.0032 0.0050 -0.0029 0.35
H 3.7068 2.7377 -3.4091 0.0125 -0.0054 -0.0149 0.41
H 2.6205 2.4161 -1.2476 -0.0125 -0.0085 0.0412 0.25
C -5.1453 0.0713 -2.5291 -0.0453 0.0057 -0.0318 -1.95
C -3.8313 0.6519 -3.0274 -0.0763 0.0129 -0.0316 1.86
C -4.0791 2.0038 -3.6958 0.0176 0.0111 -0.0241 -2.05
O -2.9872 0.8924 -1.8934 0.0651 0.0482 0.0543 -0.25
B -1.6507 0.5329 -2.1671 -0.3361 0.0735 -0.2831 -0.42
O -1.6373 -0.0268 -3.4634 0.0988 0.0451 -0.0273 -0.21
C -2.9770 -0.3205 -3.8884 -0.0331 0.0176 -0.1220 2.05
C -3.0727 -0.0863 -5.3912 -0.0408 -0.0576 0.0524 -2.07
C -3.2328 -1.7929 -3.5746 -0.0488 -0.0348 -0.0095 -1.96
H -5.6706 0.8190 -1.9326 0.0192 0.0130 0.0144 0.46
H -4.9724 -0.8013 -1.9029 0.0163 -0.0034 0.0075 0.32
H -5.7959 -0.2168 -3.3596 0.0160 0.0107 -0.0350 0.35
H -4.5041 2.6813 -2.9536 -0.0064 -0.0040 0.0197 0.49
H -4.7732 1.9343 -4.5369 -0.0091 -0.0397 0.0040 0.30
H -3.1428 2.4359 -4.0513 0.0253 -0.0080 0.0141 0.36
H -2.7300 0.9110 -5.6594 0.0116 0.0175 0.0018 0.37
H -4.0982 -0.2126 -5.7488 -0.0236 -0.0076 0.0276 0.34
H -2.4459 -0.8137 -5.9089 0.0277 0.0029 0.0045 0.47
H -3.1089 -2.0099 -2.5124 0.0110 0.0418 0.0161 0.22
H -2.5003 -2.3934 -4.1171 0.0162 0.0123 0.0013 0.47
H -4.2308 -2.1070 -3.8901 -0.0035 0.0000 -0.0059 0.30
C 1.1806 -3.9631 -0.9748 -0.0195 -0.1081 0.0671 -0.64
N 1.8886 -3.4109 -2.1239 -0.0042 0.0295 -0.1403 -0.14
C 1.9463 -2.0737 -2.3304 0.1177 0.0560 -0.1498 0.02
N 2.4650 -1.6509 -3.5148 -0.1634 -0.0257 0.0876 -0.39
O 1.5798 -1.2480 -1.4893 0.1169 -0.2746 -0.0713 0.02
H 1.5425 -4.9748 -0.7975 -0.0079 0.0108 -0.0160 0.33
H 0.1000 -3.9712 -1.1239 0.0456 0.0186 0.0201 0.43
H 1.4060 -3.3646 -0.0935 -0.0160 0.0140 -0.0094 -0.10
H 1.9248 -3.9849 -2.9493 0.0340 -0.0370 0.0228 0.22
H 2.9422 -2.2688 -4.1424 0.0539 0.0030 0.0171 0.17
H 2.5807 -0.6569 -3.6136 0.0446 0.0047 -0.0260 0.19

(3)
19
Properties=species:S:1:pos:R:3:forces:R:3:mulliken_charge:R:1 method="wB97M-V/def2-TZVPD" energy_ha=-994.077278 e_above_lowest_kj_mol=0.0 orbital_gap_ev=9.48 lumo_energy_ev=0.89 smiles=CCSCSCC homo_ha=-0.3157
C 3.0459 -0.8737 -0.0197 0.3164 -0.1100 0.0381 -1.06
C 2.0035 -0.0903 -0.7977 -0.0433 0.0358 -0.0195 -0.36
S 1.2909 1.3220 0.1031 -0.0178 -0.2979 0.0255 -0.12
C 0.3148 0.4591 1.3708 0.0368 -0.0241 0.0382 -0.66
S -1.0106 -0.6152 0.7739 -0.0686 0.0803 -0.0188 -0.13
C -2.0988 0.6218 0.0192 -0.2040 0.1277 -0.0733 -0.27
C -3.2779 -0.0557 -0.6801 0.1078 -0.1504 -0.0945 -1.22
H 2.6044 -1.3742 0.8445 0.0043 0.0678 -0.0029 0.29
H 3.4861 -1.6642 -0.6459 -0.1166 0.2349 0.1012 0.35
H 3.8544 -0.2243 0.3362 -0.1611 -0.1206 -0.0730 0.28
H 2.4355 0.3551 -1.7001 -0.0743 -0.0718 0.1297 0.35
H 1.1942 -0.7588 -1.1037 -0.0231 0.1881 -0.0337 0.26
H -0.1053 1.2416 2.0111 0.1039 -0.1012 -0.1002 0.36
H 0.9532 -0.1775 1.9932 -0.0921 0.1699 -0.1264 0.32
H -2.4499 1.3219 0.7865 0.0360 -0.1866 -0.0256 0.30
H -1.5151 1.1971 -0.6970 0.0779 -0.0065 -0.0478 0.30
H -2.9228 -0.7326 -1.4723 -0.1007 0.1945 0.2512 0.33
H -3.9296 0.6930 -1.1487 0.1503 -0.1485 0.1630 0.36
H -3.8729 -0.6450 0.0267 0.0681 0.1187 -0.1311 0.31

(4)
44
Properties=species:S:1:pos:R:3:forces:R:3:mulliken_charge:R:1 method="wB97M-V/def2-TZVPD" energy_ha=-1526.890310 charge=+3 e_above_lowest_kj_mol=0.0 orbital_gap_ev=7.41 lumo_energy_ev=-10.99 homo_ha=-0.6763
Ir -0.0305 0.7996 -0.5937 0.2007 0.2090 -0.3767 0.63
C 2.3056 2.0866 2.8100 -0.0190 -0.0243 0.0331 -1.74
C 1.6419 1.3924 1.6759 0.0074 -0.1401 -0.0128 1.24
N 0.6782 1.8787 0.9612 0.1643 0.0881 -0.1770 0.08
N 0.1940 3.1632 1.1063 -0.2108 -0.1182 0.0885 -0.39
C -0.6932 3.6303 0.1992 0.0833 0.0645 -0.0142 0.74
N -1.1766 4.8393 0.3462 0.0463 -0.0052 -0.0313 -0.33
S -1.1791 2.6851 -1.1861 -0.0478 -0.0163 0.2411 -0.45
C 2.0951 0.0448 1.2265 -0.0658 0.2034 -0.0604 0.42
C 3.0693 -0.6727 1.8839 0.0352 -0.0160 -0.0631 -0.56
C 3.5178 -1.8757 1.3313 -0.0182 0.0147 0.0092 -0.61
C 2.9909 -2.2996 0.1300 0.0369 0.0218 -0.0124 -0.79
C 1.9931 -1.5399 -0.4752 0.0082 -0.0009 -0.0048 0.09
N 1.5473 -0.4079 0.0592 -0.2874 -0.1442 0.3731 -0.17
H 1.7332 2.9218 3.2068 0.0121 0.0144 -0.0016 0.53
H 3.2909 2.4482 2.5023 -0.0062 0.0155 -0.0237 0.39
H 2.4600 1.3912 3.6345 -0.0071 0.0076 0.0053 0.41
H 0.5630 3.7436 1.8482 -0.0144 0.0120 0.0037 0.16
H -0.9253 5.4556 1.1087 0.0139 0.0125 -0.0116 0.23
H -1.8159 5.2123 -0.3446 -0.0250 -0.0084 0.0176 0.25
H 3.4983 -0.3108 2.8070 0.0125 0.0062 -0.0028 0.33
H 4.2767 -2.4558 1.8394 0.0181 0.0107 -0.0136 0.48
H 3.3343 -3.2062 -0.3488 -0.0217 -0.0163 0.0128 0.45
H 1.5451 -1.8451 -1.4118 -0.0277 -0.0248 0.0210 0.46
C -0.7316 -0.8693 -4.5091 0.0079 0.0024 -0.0242 -0.68
C -1.6547 -1.8660 -4.2349 -0.0104 -0.0184 -0.0246 -0.58
C -2.0633 -2.0774 -2.9245 0.0258 -0.0088 0.0440 -0.80
C -1.5334 -1.2876 -1.9222 0.0350 0.0119 -0.0296 1.27
N -0.6414 -0.3100 -2.2030 -0.0760 -0.0255 0.0090 0.09
C -0.2476 -0.1021 -3.4665 -0.0122 -0.0019 0.0214 -0.01
C -1.8711 -1.3876 -0.4936 0.0141 0.0649 -0.0800 0.31
C -2.6952 -2.3494 0.0613 -0.0483 0.0054 -0.0069 -0.84
C -2.9603 -2.3277 1.4213 0.0056 0.0124 -0.0117 -0.56
C -2.3989 -1.3279 2.2027 -0.0168 0.0176 0.0089 -0.87
C -1.5728 -0.3990 1.6077 -0.0516 0.0602 -0.0351 0.00
N -1.3106 -0.4330 0.2905 0.2036 -0.2655 0.1248 0.07
H -0.3948 -0.6748 -5.5177 0.0059 0.0045 0.0028 0.47
H -2.0582 -2.4741 -5.0338 -0.0060 0.0038 0.0010 0.49
H -2.7903 -2.8436 -2.6971 0.0090 -0.0080 -0.0067 0.46
H 0.4603 0.7005 -3.6312 0.0006 -0.0002 -0.0025 0.47
H -3.1302 -3.1132 -0.5671 -0.0041 0.0054 0.0011 0.41
H -3.6018 -3.0782 1.8638 -0.0068 0.0042 0.0000 0.49
H -2.5951 -1.2617 3.2636 0.0044 -0.0025 0.0008 0.46
H -1.1230 0.4029 2.1734 0.0325 -0.0276 0.0079 0.53